No. 1
Below is a 9-piece molecular cluster, C30H80ClN4O19 overall in a non-equilibrium geometry, with properties calculated with wB97M-V/def2-TZVPD.

CARTESIAN COORDINATES (ANGSTROEM)
1 Cl 0.26 0.81 0.08
2 O -0.74 -0.06 0.73
3 O -0.11 2.15 0.26
4 O 1.52 0.68 0.77
5 O 0.51 0.51 -1.33
6 C 1.11 1.59 -5.59
7 O 2.42 1.98 -5.19
8 C 2.34 3.01 -4.25
9 C 3.64 3.32 -3.49
10 N 4.39 2.12 -3.11
11 C 3.56 1.18 -2.30
12 C 4.38 -0.13 -2.25
13 O 4.35 -0.91 -3.49
14 C 5.36 -0.50 -4.38
15 H 1.20 1.02 -6.51
16 H 0.41 2.41 -5.75
17 H 0.68 0.97 -4.79
18 H 1.61 2.76 -3.48
19 H 2.06 3.98 -4.68
20 H 3.47 3.87 -2.57
21 H 4.25 3.95 -4.13
22 H 4.59 1.63 -3.97
23 H 2.57 1.02 -2.73
24 H 3.37 1.66 -1.34
25 H 4.02 -0.77 -1.44
26 H 5.38 0.19 -1.98
27 H 6.36 -0.73 -4.02
28 H 5.29 0.54 -4.69
29 H 5.37 -1.07 -5.31
30 C -1.19 -2.70 -1.40
31 O -1.45 -4.08 -1.15
32 C -2.66 -4.49 -1.70
33 C -2.77 -6.05 -1.51
34 N -1.91 -6.72 -2.50
35 C -2.04 -8.16 -2.47
36 C -1.21 -8.91 -3.58
37 O -0.10 -9.61 -3.07
38 C -0.35 -10.72 -2.20
39 H -1.74 -2.09 -0.69
40 H -1.41 -2.37 -2.42
41 H -0.14 -2.48 -1.21
42 H -2.75 -4.29 -2.77
43 H -3.53 -4.01 -1.26
44 H -3.82 -6.26 -1.72
45 H -2.51 -6.32 -0.49
46 H -1.01 -6.37 -2.21
47 H -3.09 -8.43 -2.54
48 H -1.77 -8.54 -1.48
49 H -0.86 -8.16 -4.29
50 H -1.93 -9.56 -4.08
51 H -0.68 -10.37 -1.22
52 H 0.54 -11.34 -2.12
53 H -1.18 -11.36 -2.50
54 C -2.26 1.92 3.60
55 O -1.30 1.50 4.57
56 C 0.00 1.25 4.04
57 C 1.02 1.20 5.20
58 N 1.38 2.52 5.75
59 C 2.27 2.30 6.93
60 C 2.68 3.68 7.43
61 O 3.93 3.98 6.83
62 C 4.39 5.28 7.14
63 H -3.26 2.04 4.02
64 H -2.47 1.07 2.95
65 H -2.02 2.77 2.97
66 H 0.29 2.12 3.45
67 H 0.02 0.30 3.50
68 H 1.96 0.79 4.84
69 H 0.65 0.52 5.96
70 H 1.86 3.09 5.07
71 H 3.19 1.76 6.70
72 H 1.68 1.74 7.65
73 H 2.74 3.68 8.52
74 H 1.96 4.46 7.15
75 H 5.41 5.20 6.76
76 H 4.50 5.48 8.21
77 H 3.79 6.00 6.59
78 C -6.02 -2.91 -0.24
79 O -5.88 -1.58 0.38
80 C -4.69 -0.97 0.05
81 C -4.77 0.42 0.65
82 N -3.82 1.37 0.13
83 C -3.83 2.76 0.65
84 C -4.94 3.59 -0.10
85 O -5.09 4.87 0.44
86 C -5.97 5.73 -0.32
87 H -5.22 -3.58 0.07
88 H -6.10 -2.90 -1.33
89 H -6.95 -3.24 0.22
90 H -4.50 -0.90 -1.02
91 H -3.90 -1.56 0.51
92 H -4.54 0.44 1.71
93 H -5.75 0.89 0.59
94 H -2.88 1.01 0.21
95 H -2.88 3.27 0.47
96 H -4.04 2.81 1.72
97 H -5.92 3.11 -0.10
98 H -4.62 3.63 -1.14
99 H -5.63 5.95 -1.33
100 H -6.26 6.66 0.15
101 H -6.99 5.39 -0.49
102 O -0.04 4.33 -1.87
103 H 0.00 3.41 -1.60
104 H 0.44 4.80 -1.19
105 C 3.30 2.99 2.57
106 C 4.33 1.91 2.58
107 O 5.61 2.39 2.25
108 O 3.46 3.88 3.62
109 H 2.30 2.55 2.58
110 H 3.38 3.41 1.56
111 H 4.22 1.09 1.88
112 H 4.46 1.38 3.53
113 H 5.64 2.51 1.30
114 H 3.53 4.80 3.35
115 C 2.82 -3.32 0.94
116 C 3.27 -2.45 2.16
117 O 2.85 -2.95 3.44
118 O 3.81 -4.34 0.73
119 H 2.82 -2.73 0.03
120 H 1.83 -3.74 1.14
121 H 2.85 -1.46 1.99
122 H 4.32 -2.15 2.12
123 H 3.16 -3.84 3.64
124 H 3.79 -4.89 1.52
125 C -2.71 1.82 -2.81
126 C -2.32 2.51 -4.02
127 O -2.32 1.76 -5.22
128 O -4.04 1.34 -2.62
129 H -2.50 2.49 -1.98
130 H -2.08 0.93 -2.77
131 H -1.29 2.83 -3.84
132 H -2.87 3.43 -4.19
133 H -3.21 1.40 -5.28
134 H -4.14 1.21 -1.68

Properties
- Spin multiplicity: 2
- Total charge: 0
- Lowest unoccupied orbital energy (spin up / spin down): -0.0131 / -0.2040 Eh
- Kohn-Sham gap (spin up / spin down): 7.86 / 2.67 eV

Atomic partial charges in e from the Löwdin method, atoms 1 to 5: 0.638, -0.370, -0.365, -0.391, -0.343



No. 2
Below is a 11-piece molecular cluster, C30H80N2O11 overall in a non-equilibrium geometry, with properties calculated with wB97M-V/def2-TZVPD.

CARTESIAN COORDINATES (ANGSTROEM)
1 C 0.28 3.99 -0.95
2 C 0.72 5.25 -0.20
3 C -0.49 5.85 0.56
4 C 1.68 4.68 0.87
5 C 2.53 5.83 1.49
6 C 3.28 6.64 0.44
7 C 2.34 7.20 -0.64
8 C 1.59 8.43 -0.09
9 C 3.23 7.62 -1.81
10 N 1.38 6.18 -1.10
11 O 0.50 6.68 -2.06
12 H -0.24 4.17 -1.90
13 H 1.22 3.62 -1.38
14 H -0.12 3.14 -0.41
15 H -1.05 5.02 1.00
16 H -0.27 6.61 1.29
17 H -1.17 6.21 -0.22
18 H 1.12 4.38 1.76
19 H 2.34 3.91 0.49
20 H 1.91 6.51 2.09
21 H 3.20 5.26 2.14
22 H 3.93 5.87 0.01
23 H 3.77 7.42 1.01
24 H 0.87 8.25 0.71
25 H 0.98 8.82 -0.91
26 H 2.26 9.20 0.27
27 H 3.68 8.60 -1.63
28 H 2.80 7.61 -2.81
29 H 4.11 6.99 -1.96
30 H 0.73 6.23 -2.89
31 C -4.32 -6.34 -0.05
32 C -3.93 -6.71 1.42
33 C -5.16 -7.15 2.20
34 C -2.91 -7.87 1.39
35 C -1.53 -7.49 0.84
36 C -1.02 -6.46 1.81
37 C -1.92 -5.20 1.92
38 C -1.34 -4.24 2.96
39 C -1.79 -4.48 0.58
40 N -3.29 -5.65 2.20
41 O -4.13 -4.53 2.48
42 H -4.35 -5.24 -0.07
43 H -3.66 -6.58 -0.88
44 H -5.37 -6.54 -0.26
45 H -4.87 -7.16 3.26
46 H -5.93 -6.39 2.11
47 H -5.53 -8.16 1.99
48 H -2.86 -8.32 2.38
49 H -3.39 -8.70 0.85
50 H -0.83 -8.32 0.95
51 H -1.66 -7.22 -0.21
52 H 0.00 -6.11 1.66
53 H -0.92 -6.93 2.80
54 H -0.25 -4.28 2.91
55 H -1.76 -4.41 3.95
56 H -1.59 -3.18 2.84
57 H -1.75 -5.11 -0.31
58 H -0.99 -3.75 0.50
59 H -2.69 -3.92 0.30
60 H -4.50 -4.79 3.33
61 C 4.19 3.34 -1.98
62 C 3.50 2.40 -2.95
63 O 4.22 1.17 -3.12
64 H 5.19 3.67 -2.25
65 H 4.27 2.90 -0.98
66 H 3.49 4.17 -1.89
67 H 3.26 2.83 -3.92
68 H 2.50 2.21 -2.54
69 H 4.43 1.08 -4.05
70 C 2.24 -3.80 1.71
71 C 2.92 -2.43 1.82
72 O 1.93 -1.46 2.17
73 H 2.85 -4.53 1.17
74 H 1.31 -3.78 1.16
75 H 2.02 -4.19 2.70
76 H 3.52 -2.13 0.97
77 H 3.60 -2.48 2.67
78 H 1.29 -1.45 1.46
79 C 1.27 -0.14 -1.56
80 C -0.13 -0.65 -1.21
81 O -0.11 -1.18 0.11
82 H 2.11 -0.78 -1.33
83 H 1.29 0.88 -1.14
84 H 1.33 0.11 -2.63
85 H -0.43 -1.47 -1.87
86 H -0.86 0.17 -1.21
87 H -0.79 -0.71 0.64
88 C -5.96 -1.80 0.78
89 C -4.98 -0.97 -0.09
90 O -3.71 -1.55 -0.10
91 H -6.83 -1.20 1.04
92 H -5.42 -2.20 1.63
93 H -6.27 -2.70 0.24
94 H -5.00 0.08 0.22
95 H -5.41 -0.92 -1.10
96 H -3.13 -1.18 0.58
97 C -1.44 1.32 -4.79
98 C -0.40 2.02 -3.91
99 O 0.88 1.93 -4.54
100 H -1.80 1.96 -5.60
101 H -2.18 0.85 -4.14
102 H -0.99 0.47 -5.32
103 H -0.38 1.58 -2.91
104 H -0.55 3.07 -3.62
105 H 0.92 1.17 -5.11
106 C 0.23 0.54 2.88
107 C -0.94 1.45 2.46
108 O -1.77 0.67 1.58
109 H 1.10 0.71 2.24
110 H -0.01 -0.51 2.83
111 H 0.54 0.85 3.88
112 H -0.58 2.38 2.04
113 H -1.55 1.66 3.34
114 H -2.29 1.13 0.92
115 O 3.09 -3.19 -1.29
116 H 3.50 -2.32 -1.43
117 H 2.41 -3.26 -1.97
118 O 4.93 -1.06 -1.62
119 H 5.65 -1.18 -2.25
120 H 4.60 -0.15 -1.78
121 O 3.74 0.82 1.18
122 H 2.83 0.66 0.89
123 H 3.88 0.16 1.87

Properties
- Total charge: 0
- Lowest unoccupied orbital energy: 0.0097 Eh
- Kohn-Sham gap: 8.32 eV
- SMILES: CC1(C)CCCC(C)(C)N1O.CC1(C)CCCC(C)(C)N1O.CCO.CCO.CCO.CCO.CCO.CCO.O.O.O
- Energy above the lowest of the compared OMol25 structures with the same formula, charge and spin: 0.000 eV

Atomic partial charges in e from the Löwdin method, atoms 1 to 5: -0.035, -0.505, -0.024, -0.123, -0.176



What is the total charge in the second record? 0



What is the total charge in the second record? 0



total charge of number 1 (C30H80ClN4O19)? 0